{
  "formula": "C5H11N3",
  "method": "ωB97M-V/def2-TZVPD",
  "symbols": ["N", "N", "N", "C", "C", "C", "C", "C", "H", "H", "H", "H", "H", "H", "H", "H", "H", "H", "H"],
  "coordinates": [[-0.126, -0.079, -1.228], [-1.320, 0.226, 0.848], [0.908, 0.321, -1.986], [1.510, -1.334, 1.091], [0.683, 1.579, 0.515], [0.359, -1.125, 0.454], [-2.454, -0.294, 0.149], [-0.203, 0.431, 0.075], [-3.345, -0.186, 0.768], [1.773, -2.337, 1.395], [1.721, 0.818, -1.637], [-0.314, -1.936, 0.216], [2.209, -0.552, 1.350], [0.847, 0.019, -2.945], [-2.346, -1.356, -0.117], [0.547, 1.736, 1.584], [-2.604, 0.204, -0.825], [0.409, 2.465, -0.058], [1.747, 1.400, 0.350]],
  "lowdin_charge": [0.00, 0.01, 0.04, -0.01, -0.02, -0.10, -0.16, -0.59, 0.07, 0.05, 0.09, 0.09, 0.04, 0.10, 0.07, 0.09, 0.08, 0.09, 0.06],
  "multiplicity": 1,
  "de_lowest_kcal_mol": 129.2,
  "homo_lumo_gap_ev": [8.33, 7.30],
  "homo_energy_ev": [-7.72, -6.94]
}



{
  "formula": "C5H11N3",
  "method": "ωB97M-V/def2-TZVPD",
  "symbols": ["N", "N", "N", "C", "C", "C", "C", "C", "H", "H", "H", "H", "H", "H", "H", "H", "H", "H", "H"],
  "coordinates": [[-0.770, -1.459, 0.181], [1.068, 0.490, 1.242], [0.039, -1.231, -2.120], [-1.282, -0.699, 1.184], [1.614, -0.005, 0.141], [-0.256, -1.195, -0.915], [-2.207, 0.449, 0.837], [2.028, 0.822, -1.028], [-2.392, 1.071, 1.715], [-1.765, 1.073, 0.055], [0.032, -0.061, 1.546], [-1.558, -1.287, 2.056], [1.769, 0.311, -1.959], [0.813, 1.471, 1.136], [-0.666, -1.625, -2.739], [1.546, 1.802, -1.017], [-3.176, 0.097, 0.467], [3.113, 0.970, -1.017], [2.051, -0.993, 0.236]],
  "lowdin_charge": [0.06, 0.05, 0.10, -0.31, -0.25, -0.32, -0.10, -0.09, 0.07, 0.07, 0.08, 0.10, 0.05, 0.09, 0.06, 0.08, 0.07, 0.08, 0.12],
  "multiplicity": 1,
  "de_lowest_kcal_mol": 75.6,
  "homo_lumo_gap_ev": 8.35,
  "homo_energy_ev": -7.56
}



{
  "formula": "C5H11N3",
  "method": "ωB97M-V/def2-TZVPD",
  "symbols": ["N", "N", "N", "C", "C", "C", "C", "C", "H", "H", "H", "H", "H", "H", "H", "H", "H", "H", "H"],
  "coordinates": [[-0.927, 0.129, 0.172], [-3.034, 0.948, 0.527], [2.354, 0.600, 0.374], [-0.065, 1.343, 0.334], [1.009, 0.368, 0.719], [0.630, -1.214, -1.227], [-2.292, 0.144, 0.085], [0.168, -0.786, 0.203], [0.979, -0.421, -1.851], [1.053, 0.166, 1.877], [0.092, 1.870, -0.646], [-0.116, -1.782, -1.710], [2.708, 0.625, -0.588], [2.979, 0.004, 0.915], [-2.634, -0.952, -0.450], [-0.518, 1.936, 1.177], [0.086, -1.720, 0.760], [1.476, -1.941, -1.063], [-3.949, 0.680, 0.392]],
  "lowdin_charge": [-0.09, 0.11, 0.04, -0.07, -0.40, -0.05, -0.37, -0.31, 0.06, 0.18, 0.13, 0.05, 0.08, 0.08, 0.17, 0.13, 0.14, 0.09, 0.02],
  "multiplicity": 1,
  "de_lowest_kcal_mol": 63.2,
  "smiles": "[H]/N=C/N1C[C@H](N)[C@@H]1C",
  "homo_lumo_gap_ev": 9.24,
  "homo_energy_ev": -8.34
}



{
  "formula": "C5H11N3",
  "method": "ωB97M-V/def2-TZVPD",
  "symbols": ["N", "N", "N", "C", "C", "C", "C", "C", "H", "H", "H", "H", "H", "H", "H", "H", "H", "H", "H"],
  "coordinates": [[-1.861, -0.829, -0.296], [2.266, 0.318, -0.655], [-0.064, 0.669, 0.084], [-2.334, 1.364, 0.532], [1.274, -1.266, 1.007], [1.084, -0.221, -0.071], [1.246, -0.538, -1.504], [-1.393, 0.284, 0.077], [0.399, -1.908, 1.094], [2.140, -1.875, 0.769], [0.735, 0.037, -2.266], [-2.173, 2.276, -0.037], [-2.174, 1.585, 1.587], [-3.353, 1.023, 0.391], [-1.165, -1.506, -0.596], [2.226, 1.328, -0.774], [1.447, -0.769, 1.960], [0.157, 1.566, 0.495], [1.545, -1.537, -1.797]],
  "lowdin_charge": [0.13, 0.08, 0.08, -0.04, -0.01, -0.61, -0.04, -0.51, 0.07, 0.08, 0.10, 0.07, 0.08, 0.07, 0.03, 0.09, 0.08, 0.13, 0.10],
  "multiplicity": 1,
  "de_lowest_kcal_mol": 32.2,
  "smiles": "[H]/N=C(/C)N[C@@]1(C)CN1",
  "homo_lumo_gap_ev": 9.98,
  "homo_energy_ev": -9.10
}



{
  "formula": "C5H11N3",
  "method": "ωB97M-V/def2-TZVPD",
  "symbols": ["N", "N", "N", "C", "C", "C", "C", "C", "H", "H", "H", "H", "H", "H", "H", "H", "H", "H", "H"],
  "coordinates": [[-1.399, 0.196, -0.516], [-1.282, -1.382, 1.359], [1.406, -0.984, 1.851], [-2.806, 0.343, -0.842], [-0.478, 0.236, -1.636], [-1.086, -0.577, 0.531], [2.713, 0.577, 0.653], [1.439, -0.181, 0.845], [-3.397, 0.353, 0.071], [3.435, 0.477, 1.474], [-2.945, 1.288, -1.373], [-0.662, -0.577, -2.346], [-0.596, 1.191, -2.151], [2.472, 1.632, 0.528], [-3.169, -0.471, -1.483], [2.114, -1.032, 2.586], [3.189, 0.246, -0.270], [0.549, 0.148, -1.264], [0.503, -1.484, 1.982]],
  "lowdin_charge": [-0.22, 0.12, 0.07, -0.06, -0.08, -0.35, -0.12, -0.20, 0.09, 0.06, 0.09, 0.09, 0.08, 0.07, 0.09, 0.11, 0.07, 0.04, 0.04],
  "multiplicity": 1,
  "de_lowest_kcal_mol": 70.4,
  "homo_lumo_gap_ev": 9.09,
  "homo_energy_ev": -8.07
}



{
  "formula": "C5H11N3",
  "method": "ωB97M-V/def2-TZVPD",
  "symbols": ["N", "N", "N", "C", "C", "C", "C", "C", "H", "H", "H", "H", "H", "H", "H", "H", "H", "H", "H"],
  "coordinates": [[0.745, 0.570, 0.799], [0.652, -1.566, -0.783], [-0.709, 0.395, -2.137], [-0.481, -0.979, -0.103], [-0.935, 0.469, -0.729], [-0.130, -0.468, 1.254], [1.060, -0.139, 2.056], [-0.121, 1.528, 0.199], [-0.851, 2.112, 0.809], [-1.123, 1.190, -2.639], [1.350, -0.767, -0.916], [-1.061, -0.078, 1.767], [-2.014, 0.521, -0.666], [0.264, 0.381, -2.410], [0.336, -1.791, -1.707], [0.740, 0.328, 2.983], [0.471, 2.273, -0.309], [1.998, -0.766, 1.929], [-1.292, -1.659, -0.046]],
  "lowdin_charge": [-0.13, 0.04, 0.01, -0.32, -0.29, -0.29, -0.02, -0.14, 0.11, 0.08, 0.10, 0.15, 0.12, 0.06, 0.05, 0.10, 0.10, 0.13, 0.12],
  "multiplicity": 1,
  "de_lowest_kcal_mol": 89.9,
  "smiles": "N[C@@H]1[C@H](N)CN2C[C@H]12",
  "homo_lumo_gap_ev": 9.51,
  "homo_energy_ev": -8.43
}



| no. | maximum force (hartree/bohr) |
| --- | --- |
| 1 | 0.0518 |
| 2 | 0.0203 |
| 3 | 0.2112 |
| 4 | 0.0406 |
| 5 | 0.0368 |
| 6 | 0.0412 |